# 1
The following is a DFT calculation (ωB97M-V/def2-TZVPD) of C4H8O2 in the gas phase.

The charge is 0. The calculation puts the gap between HOMO and LUMO at 10.9 eV. As for the energy relative to the best compared isomer or geometry (same formula, charge and spin): 48.4 kcal per mole. The HOMO energy comes out at -9.8842 eV.

Structure (XYZ):
```
14
Properties=species:S:1:pos:R:3:forces:R:3
O -2.14227 0.77818 0.01777 0.0 0.2 0.0
C -1.59361 -0.50814 -0.08775 0.1 -0.4 0.0
C -0.10876 -0.51606 0.35894 -0.1 -0.2 0.1
C 1.06398 -0.39433 -0.63330 0.0 0.0 -0.1
C 1.44077 0.84833 0.18378 0.3 0.1 -0.1
O 0.23764 0.74981 0.96848 0.0 0.0 0.2
H -1.47798 1.29729 0.50308 -0.2 0.0 -0.1
H -2.15167 -1.21549 0.54434 0.0 0.2 -0.1
H -1.70571 -0.85503 -1.12549 0.2 0.0 0.2
H 0.04802 -1.32199 1.08504 0.0 0.0 -0.1
H 1.78096 -1.21914 -0.61211 -0.1 0.2 0.0
H 0.78165 -0.18368 -1.66816 -0.1 0.0 0.2
H 1.50350 1.79745 -0.35985 -0.1 -0.1 0.1
H 2.32348 0.74278 0.82523 -0.1 0.0 -0.1
```
Positions in Å, forces in eV/Å.

# 2
The following is a DFT calculation (ωB97M-V/def2-TZVPD) of C4H8O2 in the gas phase.

The charge is 0. The calculation puts the gap between HOMO and LUMO at 10.5 eV. As for the energy relative to the best compared isomer or geometry (same formula, charge and spin): 66.5 kcal per mole. The HOMO energy comes out at -9.4647 eV.

Structure (XYZ):
```
14
Properties=species:S:1:pos:R:3:forces:R:3
C 2.06937 -0.45754 -0.49836 0.2 -0.2 -0.1
O 1.21105 0.07889 0.47956 0.0 0.0 0.2
C 0.05262 0.51661 -0.11591 0.0 0.3 -0.1
C -1.14372 -0.33964 -0.38568 -0.1 0.1 0.0
C -1.19922 0.87175 0.59815 -0.1 -0.1 -0.5
O -1.50564 0.50055 1.90798 0.3 -0.2 0.1
H 2.99925 -0.73113 0.00260 -0.1 0.0 -0.1
H 1.61032 -1.33842 -0.96833 0.2 0.0 0.0
H 2.27957 0.28387 -1.28681 0.0 -0.1 0.2
H 0.20641 1.22708 -0.93489 0.3 0.0 0.2
H -1.55324 -0.44928 -1.39138 -0.1 0.4 0.3
H -1.14914 -1.28472 0.17457 0.0 0.5 -0.1
H -1.50729 1.90744 0.40506 -0.5 -0.7 -0.4
H -2.10819 -0.24228 1.80541 0.0 0.1 0.4
```
Positions in Å, forces in eV/Å.

# 3
The following is a DFT calculation (ωB97M-V/def2-TZVPD) of C4H8O2 as an isolated structure at a distorted geometry.

The charge is 0. The calculation puts the gap between HOMO and LUMO at 10.0 eV. As for the energy relative to the best compared isomer or geometry (same formula, charge and spin): 87.7 kcal per mole. The HOMO energy comes out at -9.8003 eV.

Structure (XYZ):
```
14
Properties=species:S:1:pos:R:3:forces:R:3
C 1.81711 0.34249 -0.03605 0.3 0.2 0.0
C 0.73579 -0.47653 0.57247 0.9 -0.4 -0.6
O -0.17444 0.16963 1.37982 -0.5 -1.0 -0.5
C -0.47619 -0.71852 -0.18405 0.1 0.1 0.5
C -1.39517 0.30244 -0.76591 0.1 0.0 0.1
O -2.34586 0.22510 0.27927 -1.0 1.0 -0.1
H 1.39329 1.18858 -0.58475 0.1 -0.1 0.1
H 2.38092 -0.29870 -0.71919 0.2 0.2 0.0
H 2.46190 0.71725 0.75824 0.2 0.1 -0.1
H 1.07640 -1.39243 1.06171 0.4 -0.1 -0.2
H -0.92157 -1.71862 -0.22765 0.0 0.4 0.7
H -1.88463 0.02027 -1.70822 0.3 -0.2 0.3
H -0.94145 1.29688 -0.87089 -0.1 -0.2 0.0
H -1.72611 0.34218 1.04520 -1.1 0.0 -0.2
```
Positions in Å, forces in eV/Å.

# 4
The following is a DFT calculation (ωB97M-V/def2-TZVPD) of C4H8O2 in the gas phase.

The charge is 0. The calculation puts the gap between HOMO and LUMO at 10.3 eV. As for the energy relative to the best compared isomer or geometry (same formula, charge and spin): 27.0 kcal per mole. The HOMO energy comes out at -9.6017 eV.

Structure (XYZ):
```
14
Properties=species:S:1:pos:R:3:forces:R:3
C 0.17361 -0.34052 1.59600 0.0 0.0 0.1
C -0.20749 -0.38742 0.12313 0.0 0.0 0.1
C 0.84580 -1.08814 -0.71120 0.2 -0.2 0.1
O 1.75734 -1.73566 -0.25069 -0.4 0.3 -0.2
C -0.48875 0.99662 -0.46199 0.1 0.0 0.3
O -1.03302 0.82627 -1.75922 0.0 0.2 -0.2
H 0.39911 -1.34351 1.96577 0.0 0.1 0.0
H -0.63826 0.08229 2.19678 0.1 -0.1 -0.1
H 1.07063 0.27059 1.74749 -0.1 -0.1 0.0
H -1.13485 -0.96555 -0.01262 0.1 0.0 0.0
H 0.72924 -0.96577 -1.80722 0.0 -0.1 0.1
H -1.19590 1.53076 0.19038 0.1 -0.1 -0.1
H 0.44131 1.58539 -0.48755 -0.1 -0.1 0.0
H -0.71878 1.53465 -2.32908 -0.1 0.0 0.0
```
Positions in Å, forces in eV/Å.